No. 1
The following is a DFT calculation (wB97M-V/def2-TZVPD) of 7 unconnected molecules or ions with the total composition H14O7.

CARTESIAN COORDINATES (ANGSTROEM)
O: 44.1750 21.2670 38.5280
H: 43.3280 21.7120 38.4920
H: 44.5110 21.2370 37.4450
O: 41.0990 18.2660 40.2190
H: 41.9870 18.4900 40.3000
H: 41.1080 18.2630 41.1370
O: 42.5900 18.4280 36.5710
H: 41.9040 18.1050 35.9920
H: 43.0030 17.9230 37.1440
O: 44.3490 16.5530 38.2470
H: 45.2150 16.3550 38.6410
H: 43.8060 15.8210 38.5100
O: 45.9780 18.9620 42.1470
H: 45.8970 17.9840 42.2130
H: 45.5220 19.0830 41.2920
O: 45.3910 22.1810 40.7690
H: 44.6490 22.2410 41.6860
H: 44.9820 21.8010 40.0880
O: 43.8000 18.8720 40.0650
H: 43.7730 19.6230 39.3710
H: 44.1590 18.1020 39.6540

Computed properties:
**SMILES string**: O.O.O.O.O.O.O
**Charge**: 0

=====

No. 2
The following is a DFT calculation (wB97M-V/def2-TZVPD) of 7 unconnected molecules or ions with the total composition H14O7.

CARTESIAN COORDINATES (ANGSTROEM)
O: -2.5345 -0.0929 1.0424
H: -2.8215 0.7911 1.2454
H: -2.2045 -0.4949 1.9074
O: 0.0055 1.7851 0.1274
H: -0.1175 1.1151 0.8364
H: 0.2875 1.2281 -0.5866
O: -2.1515 1.1171 -1.9626
H: -1.9495 2.0791 -2.0976
H: -2.2115 1.1381 -1.0236
O: 2.5355 0.1251 1.5994
H: 2.3015 -0.7939 1.5594
H: 2.6865 0.2821 0.6584
O: 2.0925 -2.5359 1.5154
H: 1.4215 -2.5129 0.8194
H: 1.6545 -2.4319 2.3474
O: 0.6615 0.6781 -2.0586
H: 1.2515 1.2371 -2.5786
H: -0.1715 0.9741 -2.4026
O: 0.0675 -1.4079 -0.1806
H: 0.0065 -0.8479 -0.9276
H: -0.8095 -1.4329 0.1604

Computed properties:
**SMILES string**: O.O.O.O.O.O.O
**Charge**: 0

=====

No. 3
The following is a DFT calculation (wB97M-V/def2-TZVPD) of 7 unconnected molecules or ions with the total composition H14O7.

CARTESIAN COORDINATES (ANGSTROEM)
O: 1.5478 2.8594 2.0582
H: 0.7572 2.8842 2.5972
H: 1.4573 3.6051 1.4649
O: 5.0734 1.0473 4.0047
H: 5.9301 1.0651 3.5780
H: 4.4478 1.1814 3.2928
O: -0.2417 -0.2955 -0.0207
H: 0.4528 0.1168 0.4930
H: -1.0432 0.1449 0.2621
O: -5.3014 -1.8725 -1.1842
H: -5.6497 -2.6494 -1.6216
H: -4.6028 -1.5649 -1.7617
O: -1.0003 -3.8070 -3.1413
H: -0.8671 -3.1595 -2.4490
H: -0.4138 -4.5278 -2.9117
O: 3.6284 -1.6049 -3.2400
H: 2.8231 -1.1262 -3.4365
H: 3.3349 -2.3864 -2.7717
O: -3.2481 3.0379 1.6866
H: -3.9378 3.4669 2.1930
H: -3.1467 3.5850 0.9078

Computed properties:
**SMILES string**: O.O.O.O.O.O.O
**Charge**: 0

=====

No. 4
The following is a DFT calculation (wB97M-V/def2-TZVPD) of 7 unconnected molecules or ions with the total composition H14O7.

CARTESIAN COORDINATES (ANGSTROEM)
O: 2.7265 -0.9438 0.9682
H: 2.9375 -0.3318 1.6812
H: 2.1215 -1.6228 1.2182
H: 2.1445 -0.4638 0.3122
O: 0.4865 0.0992 0.1902
H: -0.4485 -0.0178 0.0762
O: 0.0575 2.0742 1.9082
H: 0.3855 1.5842 1.2302
H: 0.4085 2.9142 1.7042
O: 0.4275 -1.1488 -2.2648
H: -0.4855 -1.5818 -2.2248
H: 0.4775 -0.7308 -1.3588
O: -2.7395 -1.2058 -1.6208
H: -2.9785 -0.6888 -0.7868
H: -2.8785 -0.3918 -2.1098
O: -0.2685 2.0622 -1.3408
H: 0.0525 1.3432 -0.7548
H: 0.1335 1.7722 -2.0878
O: -0.8065 -1.1548 2.0402
H: -0.0905 -0.9018 1.4862
H: -1.6635 -0.6648 1.7342

Computed properties:
**Charge**: 0

=====

No. 5
The following is a DFT calculation (wB97M-V/def2-TZVPD) of 7 unconnected molecules or ions with the total composition H14O7.

CARTESIAN COORDINATES (ANGSTROEM)
O: 0.4693 -3.4357 -1.3115
H: 0.9284 -4.0946 -0.7906
H: 0.2981 -3.8679 -2.1483
O: -2.0945 2.4802 0.7716
H: -2.4254 3.2566 1.2232
H: -1.8397 2.7969 -0.0950
O: -1.2985 -0.0688 -2.3723
H: -0.6648 0.3246 -2.9722
H: -0.8393 -0.1137 -1.5337
O: 0.2027 -0.4539 0.0378
H: 0.0178 -1.3173 0.4073
H: -0.2048 0.1606 0.6482
O: 1.9511 2.3130 0.8590
H: 1.9368 3.2482 1.0624
H: 1.1366 1.9741 1.2304
O: 1.9236 -0.5802 -1.9260
H: 1.4162 -0.2682 -1.1768
H: 2.0817 -1.5058 -1.7400
O: -1.2147 -0.3316 2.9540
H: -1.0273 -0.9749 3.6376
H: -0.7532 0.4585 3.2349

Computed properties:
**Spin multiplicity**: 2
**Charge**: +1

=====

No. 6
The following is a DFT calculation (wB97M-V/def2-TZVPD) of a molecular structure, H14O7Pt.

CARTESIAN COORDINATES (ANGSTROEM)
Pt: 0.0476 -0.1528 0.0792
O: 0.9627 1.9279 1.4270
H: 1.2519 1.8726 2.3451
H: 1.0373 2.8654 1.2116
O: 2.0196 0.5785 -0.8905
H: 2.2728 0.3743 -1.7978
H: 2.5090 1.3754 -0.6506
O: 0.6595 -1.9777 -1.3664
H: 0.2746 -2.8553 -1.4778
H: 1.3015 -1.8882 -2.0788
O: -1.7981 -1.5013 0.2805
H: -1.8612 -2.1954 0.9497
H: -2.6983 -1.3773 -0.0443
O: 0.8090 -1.1275 1.9212
H: 1.2921 -1.9597 2.0010
H: 0.6547 -0.8078 2.8180
O: -0.6742 0.5828 -1.9920
H: -1.4496 0.2777 -2.4769
H: -0.3410 1.3487 -2.4742
O: -1.7309 1.4246 0.6380
H: -2.5718 0.9948 0.4479
H: -1.9671 2.2203 1.1303

Computed properties:
**Spin multiplicity**: 3
**Charge**: +2

=====

Quick rundown of energy, same order as above: -14557.43834 -14559.70985 -14559.28547 -14556.49001 -14549.21434 -17788.62282 eV